1.
C3H7N3S in the gas phase, computed with the ωB97M-V functional and the def2-TZVPD basis.

Computed properties:
Structure (SMILES): C/N=C(/N)C(N)=S

The geometry in XYZ format:
```
14
Properties=species:S:1:pos:R:3:forces:R:3:mulliken_charge:R:1
C -0.206818 1.541364 -1.086250 0.245 0.318 -0.432 -0.889
N 0.309236 0.208312 -1.281767 -0.020 -0.589 0.638 -0.572
C 0.453376 -0.609952 -0.312827 0.020 0.383 -0.415 0.660
N 0.944368 -1.878968 -0.526795 0.465 -0.200 0.046 -0.506
C 0.081119 -0.355196 1.133676 -0.010 -0.009 0.201 -0.001
N -1.211364 -0.069560 1.317442 -0.161 0.135 1.081 -0.325
S 1.189445 -0.446450 2.351904 -0.189 0.024 -0.285 -0.332
H -1.202871 1.648529 -1.511402 -0.176 -0.114 -0.095 0.287
H -0.232787 1.926692 -0.075120 0.025 -0.112 0.496 0.376
H 0.432781 2.218040 -1.652160 -0.018 0.066 -0.071 0.314
H 1.396499 -1.974467 -1.433406 -0.173 0.008 0.312 0.283
H 1.477009 -2.274669 0.250121 -0.331 0.256 -0.365 0.255
H -1.567446 0.100451 2.266262 0.433 -0.141 -0.768 0.205
H -1.862546 -0.034124 0.560322 -0.110 -0.025 -0.344 0.246
```
Forces are in eV/Å.


2.
10 unconnected molecules or ions with the total composition C22H51N9O12, computed with the ωB97M-V functional and the def2-TZVPD basis.

Computed properties:
Total charge: -2

The geometry in XYZ format:
```
94
Properties=species:S:1:pos:R:3:forces:R:3:mulliken_charge:R:1
C 0.179515 0.315115 0.332606 -0.453 0.098 0.655 0.413
O -0.071920 0.368027 1.563937 -0.653 0.139 3.690 -0.816
O 0.359594 -0.778674 -0.222706 0.851 -4.267 -1.908 -0.746
O 0.208377 1.355663 -0.338037 0.360 4.049 -2.384 -0.805
C 3.410053 -0.432099 -4.394621 0.030 -1.257 -0.011 -0.910
C 2.498288 -1.453549 -5.141600 1.515 1.664 1.030 0.714
O 2.875650 -1.768097 -6.233542 0.273 -0.955 -2.571 -0.660
N 1.415795 -1.940281 -4.573465 -2.341 -0.449 1.907 -0.123
C 0.467853 -2.904123 -5.108385 0.412 -0.712 -0.018 -0.892
H 3.042796 0.594169 -4.396485 -0.068 -0.211 0.103 0.258
H 4.345099 -0.537530 -4.944771 -0.127 0.497 -0.215 0.307
H 3.691895 -0.776957 -3.399760 -0.573 0.267 0.345 0.223
H 1.207076 -1.739385 -3.605914 0.340 0.606 0.062 0.191
H -0.555830 -2.565097 -5.267211 0.252 0.817 -0.483 0.264
H 0.280848 -3.674012 -4.359785 0.493 -0.267 0.090 0.288
H 0.903172 -3.362836 -5.996195 -0.268 0.088 -0.027 0.337
C -0.402248 -3.076153 4.691081 0.521 0.709 0.354 -0.991
C -1.022938 -2.320134 5.886171 -0.656 -1.667 -1.145 0.717
O -1.608046 -3.013067 6.712213 0.156 1.007 0.650 -0.688
N -1.001228 -0.973831 5.802671 -0.075 -0.187 -0.213 -0.115
C -1.683461 0.007369 6.634924 0.212 -0.009 -0.919 -0.968
H 0.069162 -3.991230 5.049560 -0.180 0.057 0.110 0.324
H 0.354201 -2.490063 4.169199 -0.088 0.059 -0.169 0.327
H -1.185026 -3.340984 3.980291 -0.047 0.090 0.087 0.206
H -0.669290 -0.598838 4.925583 0.190 -0.153 -0.036 0.253
H -2.527396 -0.382111 7.204291 0.533 -0.308 0.282 0.299
H -2.124908 0.703473 5.921709 0.021 0.323 0.171 0.309
H -0.896561 0.520555 7.187662 -0.553 0.144 0.578 0.324
C -0.203711 -5.778903 0.055821 -0.054 -0.101 0.087 -0.965
C -1.574925 -5.535855 -0.587614 -1.983 -2.038 0.549 0.770
O -2.416838 -6.471377 -0.696944 1.861 1.514 -0.113 -0.721
N -1.893091 -4.269831 -0.881526 2.053 -0.091 -0.162 -0.058
C -3.126303 -3.752874 -1.360944 -0.935 0.696 1.129 -1.004
H 0.415873 -4.900814 0.237969 -0.208 0.229 -0.296 0.275
H 0.383169 -6.504243 -0.507711 -0.170 0.066 -0.265 0.274
H -0.344343 -6.241559 1.032691 -0.317 -0.020 -0.015 0.269
H -1.198848 -3.594457 -0.595167 0.013 0.322 -0.199 0.213
H -3.155527 -2.781290 -0.867704 -0.500 0.227 -0.272 0.368
H -3.943292 -4.347425 -0.952129 -0.055 -0.084 -0.257 0.308
H -3.270551 -3.579660 -2.427374 0.442 -0.423 -0.126 0.270
O -1.525867 6.217647 -4.223354 -0.065 1.195 -1.112 -0.689
C -1.289365 5.663596 -3.165126 -2.149 0.392 -1.882 0.644
N -0.208152 4.953596 -3.043706 2.427 -1.738 1.139 -0.343
C -2.311539 5.750358 -2.108048 0.306 0.141 1.246 -0.855
H -0.129585 4.218400 -2.355658 0.239 0.062 0.165 0.211
H 0.455289 4.987063 -3.804510 -0.258 -0.207 0.078 0.202
H -2.609953 6.797516 -2.158139 -0.253 -0.131 0.382 0.278
H -1.842959 5.501675 -1.155847 -0.425 0.079 0.283 0.334
H -3.180926 5.114840 -2.276533 0.186 -0.021 -0.165 0.220
O 3.039299 2.992852 6.278910 0.761 0.887 2.326 -0.665
C 2.914707 2.309218 5.300647 0.381 -1.149 0.974 0.610
N 2.365349 2.799974 4.229575 -1.320 -0.093 -2.956 -0.303
C 3.424483 0.881960 5.243256 0.878 0.121 -0.402 -0.899
H 2.016512 3.747816 4.226587 -0.053 -0.303 0.142 0.202
H 1.952458 2.110883 3.617383 -0.137 0.399 -0.707 0.197
H 4.487732 0.992070 5.456521 0.050 -0.129 0.590 0.286
H 3.475967 0.436983 4.249551 -0.769 -0.006 -0.053 0.321
H 2.954067 0.224877 5.974734 0.030 0.157 -0.101 0.240
O -6.111247 0.976375 2.217544 1.777 -1.181 0.552 -0.754
C -4.911912 0.603258 2.434799 -6.065 -0.553 -0.337 0.687
N -3.988165 1.491819 2.283039 3.058 0.639 0.158 -0.301
C -4.613524 -0.837777 2.860407 1.187 1.459 -0.172 -0.779
H -4.231388 2.408872 1.936707 0.073 -0.336 0.072 0.206
H -3.029069 1.177983 2.324720 0.434 0.502 -0.290 0.191
H -3.558803 -0.939245 2.604752 0.063 -0.866 -0.189 0.251
H -5.274401 -1.555454 2.374327 0.178 0.264 0.062 0.262
H -4.638875 -0.920730 3.946949 -0.362 0.011 0.003 0.227
O -5.019769 0.325641 -5.127905 -0.997 -3.564 -0.522 -0.601
C -4.390184 1.298693 -4.899120 -0.749 2.155 0.268 0.680
N -3.230754 1.371583 -4.247374 1.709 -0.467 1.061 -0.307
C -4.990541 2.614655 -5.191399 0.306 1.646 -1.173 -0.919
H -2.785214 2.235694 -3.973688 -0.369 -0.058 -0.245 0.126
H -2.927585 0.577761 -3.701434 0.033 -0.116 -0.232 0.208
H -4.157309 3.242830 -5.506371 -0.092 0.875 0.777 0.306
H -5.572123 2.922183 -4.322325 0.436 0.429 0.067 0.202
H -5.645959 2.711472 -6.056942 -0.195 -0.915 0.073 0.301
O 5.524755 4.886022 0.373295 -1.162 -0.236 0.642 -0.702
C 4.346165 4.519447 0.190538 2.391 4.127 -0.699 0.600
N 4.040189 3.319217 -0.101697 -1.717 -4.101 -0.432 -0.273
C 3.270558 5.579769 0.009333 0.176 0.620 0.316 -0.856
H 4.665414 2.555375 0.112141 0.040 0.211 -0.203 0.199
H 3.083523 3.084040 -0.324392 -0.086 -0.332 0.220 0.209
H 3.204848 6.115024 0.956584 -0.077 0.092 -0.015 0.248
H 2.261004 5.324063 -0.312381 0.155 -0.597 0.133 0.305
H 3.668853 6.281721 -0.723284 0.053 0.048 0.065 0.260
O 5.904619 -3.911306 0.384898 0.077 -0.266 -1.160 -0.719
C 4.910013 -3.490750 -0.217895 0.974 -0.150 3.059 0.747
N 4.226516 -2.496106 0.342614 -0.944 1.238 -0.284 -0.254
C 4.305470 -4.099236 -1.389550 -0.550 -1.268 -1.743 -0.867
H 4.590558 -2.043502 1.168889 -0.082 -0.169 -0.224 0.159
H 3.401134 -2.122194 -0.103523 -0.141 0.200 0.295 0.157
H 4.371829 -5.185386 -1.326432 0.381 0.013 0.075 0.299
H 4.842793 -3.790930 -2.286396 -0.055 -0.002 -0.101 0.221
H 3.238931 -3.919235 -1.524457 0.087 0.524 0.100 0.251
```
Forces are in eV/Å.


3.
A molecular structure, C26H26BrCl5N4OSe3TaTe, computed with the ωB97M-V functional and the def2-TZVPD basis.

Computed properties:
Total charge: +1

The geometry in XYZ format:
```
68
Properties=species:S:1:pos:R:3:forces:R:3:mulliken_charge:R:1
Ta -1.963449 -1.121988 1.069935 -0.783 0.470 0.550 0.116
N -2.516549 2.761312 4.111935 0.233 -0.187 0.221 -0.062
C -3.626949 3.162412 3.430835 -0.284 0.101 -0.358 -0.874
C -3.630949 2.456012 2.258435 -0.128 0.138 0.128 -0.522
N -2.565949 1.619812 2.226435 0.991 -0.199 0.416 0.862
C -1.898749 1.820512 3.352035 -0.691 0.290 -0.582 0.256
C -0.682949 1.120812 3.651235 0.342 -0.455 0.006 -0.526
N -0.302249 0.035612 2.989035 -1.224 0.098 -0.041 0.692
C 0.912551 -0.309988 3.490335 0.424 0.015 0.176 -0.614
C 1.279851 0.570412 4.465835 0.272 -0.419 -0.131 -0.974
N 0.259351 1.471112 4.560735 -0.332 0.039 -0.130 -0.073
H -2.265449 3.055312 5.044235 -0.064 -0.032 -0.156 0.205
H -4.303849 3.897212 3.815035 -0.085 0.146 0.096 0.438
H -4.322349 2.491012 1.435435 -0.124 0.083 0.090 0.370
H 1.452151 -1.152988 3.106535 0.168 -0.158 0.009 0.473
H 2.158451 0.628112 5.077435 0.082 0.006 0.075 0.448
H 0.229751 2.243812 5.205735 -0.008 0.022 -0.124 0.184
Cl -0.940849 -3.078888 2.678335 0.851 -0.204 0.771 -0.088
C -2.071549 -3.975288 1.740135 -0.609 -0.460 -0.624 1.452
C -2.712249 -3.203388 0.781235 0.394 -0.017 -0.014 -0.877
C -3.554449 -3.889888 -0.090365 0.052 0.269 -0.097 0.437
Cl -4.334049 -3.007188 -1.340965 -0.120 -0.555 -0.303 -0.110
C -3.782449 -5.263988 0.014935 0.110 0.261 0.149 -0.219
Cl -4.832249 -6.050888 -1.080765 -0.016 -0.054 0.006 -0.155
C -3.150949 -5.986388 1.030835 0.112 0.200 0.030 0.667
Cl -3.436949 -7.660688 1.183835 0.033 -0.111 0.084 -0.166
C -2.269049 -5.337988 1.904835 -0.026 -0.075 0.040 -0.510
Cl -1.452049 -6.206688 3.137035 0.034 0.085 0.003 -0.174
Se -3.435049 -1.106788 3.189635 -0.032 0.241 0.155 -0.115
Se -5.336849 -1.845188 2.068635 -0.109 0.002 -0.478 -0.178
Te -5.490149 -0.177088 0.185335 -0.937 0.423 0.162 0.020
Se -3.185449 0.043912 -0.771365 0.090 -0.578 0.697 -0.278
C 3.093151 0.448712 -4.818665 0.116 -0.109 0.153 -1.618
C 3.636251 -0.251788 -3.563465 0.179 -0.011 -0.147 1.889
C 4.070851 -1.665788 -3.952065 -0.096 0.198 0.086 -2.148
C 4.867251 0.487712 -3.017665 -0.164 -0.111 -0.103 -1.598
C 2.540351 -0.250988 -2.515265 -0.154 -0.009 0.158 0.129
C 1.977451 -1.413388 -2.007965 -0.066 -0.025 0.097 -0.273
C 0.946951 -1.306788 -1.105665 -0.387 -0.055 0.475 0.112
Br 0.093251 -2.881488 -0.429965 0.178 0.380 -0.402 -0.016
C 0.430251 -0.101388 -0.600565 1.463 -0.333 -1.433 0.943
O -0.568849 -0.196188 0.271935 0.463 0.660 0.257 0.619
C 1.017451 1.082812 -1.101065 -0.444 -0.178 0.390 -1.087
C 2.029451 0.952112 -2.045865 0.030 -0.275 0.024 -0.837
C 0.601651 2.503412 -0.741265 -0.054 0.303 0.150 2.670
C -0.421549 2.585512 0.386935 0.094 -0.103 -0.241 -2.365
C 1.841051 3.296312 -0.293965 -0.141 -0.106 -0.118 -1.896
C -0.017449 3.149512 -1.989465 0.097 -0.074 0.176 -1.759
H 3.830851 0.402812 -5.616065 0.066 0.022 -0.107 0.478
H 2.865651 1.493212 -4.627365 -0.047 0.155 0.001 0.328
H 2.183151 -0.044688 -5.154965 -0.068 -0.015 -0.100 0.362
H 4.827851 -1.608788 -4.729865 0.070 0.002 -0.074 0.439
H 3.237551 -2.245088 -4.339265 -0.104 -0.131 -0.089 0.418
H 4.505951 -2.190288 -3.105665 0.047 -0.135 0.126 0.409
H 5.653351 0.492012 -3.769165 0.104 0.022 -0.066 0.470
H 5.243551 -0.017588 -2.129365 0.060 0.010 0.073 0.370
H 4.641951 1.518912 -2.760265 -0.015 0.131 0.044 0.307
H 2.316951 -2.389888 -2.299965 0.068 -0.162 -0.123 0.630
H 2.449751 1.856512 -2.449765 0.041 0.178 -0.029 0.280
H -0.073349 2.059112 1.271735 0.000 -0.014 0.042 0.375
H -1.377349 2.166812 0.080635 -0.012 -0.013 0.102 0.114
H -0.583649 3.629912 0.649135 -0.019 0.107 -0.001 0.686
H 2.317951 2.811812 0.556435 0.049 -0.010 0.101 0.378
H 1.544251 4.301612 -0.004665 -0.026 0.112 0.051 0.475
H 2.574751 3.387512 -1.087665 0.149 0.037 -0.073 0.408
H -0.858549 2.555212 -2.342665 -0.092 -0.014 -0.066 0.323
H 0.708251 3.233912 -2.792165 0.061 0.015 -0.170 0.401
H -0.374749 4.146612 -1.747565 -0.061 0.166 0.011 0.474
```
Forces are in eV/Å.


4.
C6H8N2 in the gas phase, computed with the ωB97M-V functional and the def2-TZVPD basis.

Computed properties:
Structure (SMILES): c1cn(C2CC2)cn1

The geometry in XYZ format:
```
16
Properties=species:S:1:pos:R:3:forces:R:3:mulliken_charge:R:1
C 2.272340 -0.205083 -1.122782 3.976 -3.825 -0.229 -0.278
C 1.477757 -1.100209 -0.383768 -2.119 0.289 -0.151 -0.288
N 0.201320 -0.457621 -0.732787 -2.150 -4.107 5.146 0.229
C -1.085481 -0.287557 0.194585 0.982 -2.529 -3.178 -0.164
C -1.014074 -0.175887 1.652174 -0.480 -1.243 5.012 -0.563
C -1.310137 1.016706 0.750663 1.431 3.965 3.901 -0.404
C 0.347322 0.434219 -1.604705 1.288 5.575 -4.681 0.055
N 1.735680 0.718102 -1.882611 -6.012 -0.070 -0.078 -0.603
H 3.302818 -0.402742 -1.506636 -0.413 -0.011 1.496 0.334
H 1.438767 -2.225311 0.119304 0.542 3.725 -1.363 0.264
H -2.060286 -0.793718 -0.234255 2.329 0.904 0.834 0.219
H -1.790047 -0.679791 2.392524 0.946 0.883 -2.361 0.203
H -0.153281 -0.039627 2.450669 -0.961 -0.404 -2.799 0.226
H -0.420582 1.826001 1.208003 -2.549 -2.276 -2.639 0.216
H -2.314338 1.436504 0.817075 0.335 -0.016 -0.422 0.280
H -0.627777 0.936014 -2.117452 2.858 -0.861 1.512 0.272
```
Forces are in eV/Å.


Number 1: Kohn-Sham gap 9.033 eV, total energy -18530.0178 eV, F_max 1.1 eV/A. Number 2: Kohn-Sham gap 4.035 eV, total energy -61626.0290 eV, F_max 6.1 eV/A. Number 3: Kohn-Sham gap 6.111 eV, total energy -372927.4283 eV, F_max 2.1 eV/A. Number 4: Kohn-Sham gap 9.164 eV, total energy -9326.5030 eV, F_max 7.4 eV/A.